# 1
Density functional theory data (ωB97M-V/def2-TZVPD) for one molecule with the formula C9H19N.

Positions of all 29 atoms, in Å:
1 C 2.660425 1.128449 0.239699
2 C 1.926332 0.013751 0.328988
3 C 2.598943 -1.329630 0.408651
4 C 0.070392 0.046255 0.614411
5 C -0.178623 1.090722 1.697284
6 N -0.368950 -1.223528 1.035439
7 C -0.230638 0.440141 -0.786582
8 C 0.043669 -0.540456 -1.918554
9 C -1.992807 0.841016 -0.806177
10 C -2.984667 -0.161553 -0.260345
11 H 3.751085 1.116362 0.269006
12 H 2.209955 2.111358 0.120253
13 H 3.686370 -1.248292 0.545914
14 H 2.422007 -1.909118 -0.503586
15 H 2.228759 -1.914330 1.257807
16 H 0.500742 0.925460 2.539730
17 H -1.199674 1.041488 2.084144
18 H -0.019740 2.101464 1.318261
19 H -0.517095 -1.902241 0.301320
20 H -1.048613 -1.238083 1.782662
21 H 0.172680 1.423731 -1.023452
22 H -0.673798 -0.414595 -2.735128
23 H -0.009138 -1.591933 -1.629478
24 H 1.045268 -0.376200 -2.322903
25 H -2.174611 1.007741 -1.872233
26 H -2.121130 1.811171 -0.318195
27 H -2.799814 -1.170710 -0.639103
28 H -2.988666 -0.175527 0.832849
29 H -4.008662 0.097088 -0.560681

Atoms 1-2, force components in eV/Å:
-0.688 -0.182 -0.127
-1.136 0.102 1.634

SMILES = C=C(C)[C@](C)(N)[C@@H](C)CC
total charge = 0
LUMO energy = 0.94 eV
energy relative to the best compared isomer or geometry (same formula, charge and spin) = 176.25 kJ/mol

---

# 2
Density functional theory data (ωB97M-V/def2-TZVPD) for an isolated ion of composition C9H19N2 and charge +1.

Positions of all 30 atoms, in Å:
1 C -3.827541 -0.534908 -0.496186
2 C -2.287260 -0.839486 -0.571705
3 C -1.476768 0.144078 0.043252
4 C -1.848584 0.781697 1.342612
5 N -0.541826 0.645754 -0.710739
6 C 0.493446 1.609594 -0.380388
7 C 1.892620 0.991947 -0.704883
8 C 2.303328 -0.264038 0.006397
9 C 3.112318 -0.030871 1.299605
10 C 2.402075 -1.562582 -0.739862
11 N 1.232147 -1.185210 0.072484
12 H -3.909502 0.429774 -0.042234
13 H -4.208205 -1.290361 0.138248
14 H -4.210898 -0.515471 -1.510932
15 H -2.031205 -1.024737 -1.678660
16 H -2.124092 -1.707648 -0.023709
17 H -1.035541 1.024797 2.013256
18 H -2.508326 0.096687 1.786998
19 H -2.493671 1.645185 1.085402
20 H -0.347679 0.104985 -1.596668
21 H 0.374494 1.944350 0.688290
22 H 0.241744 2.418843 -1.181768
23 H 1.633923 0.804759 -1.824259
24 H 2.640006 1.799102 -0.623061
25 H 4.031830 0.371979 1.068011
26 H 3.238828 -0.916381 1.818359
27 H 2.516938 0.496193 2.011785
28 H 2.222835 -1.526330 -1.801240
29 H 3.268693 -2.235219 -0.346648
30 H 1.245871 -1.676494 0.858249

Atoms 1-2, force components in eV/Å:
1.936 0.246 -0.429
-1.884 -0.582 -3.078

SMILES = CC/C(C)=[NH+]/CC[C@]1(C)CN1
total charge = +1
LUMO energy = -3.42 eV
energy relative to the best compared isomer or geometry (same formula, charge and spin) = 294.87 kJ/mol

---

# 3
Density functional theory data (ωB97M-V/def2-TZVPD) for a 2-piece molecular cluster, C9H19N4 overall.

Positions of all 32 atoms, in Å:
1 C 1.809276 1.196968 -0.172781
2 C 2.427529 -0.135900 -0.053511
3 C 0.550492 1.334277 -0.431986
4 C 1.365849 -1.005793 -0.240255
5 C 0.101519 -0.186499 -0.323190
6 C -0.577465 -0.274556 0.977310
7 C 3.825068 -0.465667 -0.022491
8 C -0.418842 2.446061 -0.779148
9 C 0.117424 -0.030339 2.198321
10 N 1.355174 -2.333698 -0.418230
11 N -0.848410 -0.582469 -1.375280
12 N -1.887398 -0.407003 1.117392
13 N -4.292112 -0.341417 -0.600702
14 H 2.538589 2.017043 -0.190583
15 H 3.950628 -1.372597 0.622510
16 H 4.547922 0.413598 0.358628
17 H 4.141958 -0.713091 -1.026237
18 H -0.994640 1.872535 -1.539090
19 H 0.082014 3.346162 -1.095491
20 H -1.006655 2.778210 -0.029823
21 H -0.361542 -0.486535 2.993968
22 H 0.099110 1.099728 2.518383
23 H 1.184114 -0.238744 2.107970
24 H 1.968464 -3.009186 0.064270
25 H 0.636175 -2.711771 -1.047608
26 H -0.441944 -0.745175 -2.359271
27 H -1.555974 0.093078 -1.473770
28 H -2.236449 -0.443898 1.995825
29 H -2.557405 -0.507908 0.284611
30 H -4.773668 -0.693215 -1.394412
31 H -3.900096 0.521231 -0.877639
32 H -4.848712 -0.433419 0.212316

Atoms 1-2, force components in eV/Å:
5.005 1.604 0.225
-4.285 0.004 -0.548

total charge = +1
LUMO energy = -3.61 eV
energy relative to the best compared isomer or geometry (same formula, charge and spin) = 160.23 kJ/mol

---

# 4
Density functional theory data (ωB97M-V/def2-TZVPD) for a 2-piece molecular cluster, C9H19N4O2 overall.

Positions of all 34 atoms, in Å:
1 C 2.697221 -2.520474 -0.015298
2 C 0.060479 0.935895 0.240226
3 C 0.740953 -1.493304 1.115499
4 C 3.517257 1.836929 -0.599684
5 C -4.209207 0.353263 0.381343
6 C -1.086783 -0.957518 -2.844527
7 C 2.306920 1.685068 0.319406
8 C -2.773461 0.305911 0.894163
9 C -0.857087 0.205299 -0.721695
10 N -0.317800 1.297136 1.424430
11 N 0.037477 -1.429397 2.235530
12 N 1.783701 -1.987954 0.735895
13 N -0.403357 -0.127915 -1.878826
14 O 1.205701 1.140095 -0.450654
15 O -2.041249 -0.143070 -0.265289
16 H 3.641297 -2.104317 0.041678
17 H 2.541311 -3.546195 -0.363613
18 H 3.639297 2.768492 -1.075172
19 H 4.365956 1.700788 0.114790
20 H 3.425694 1.037904 -1.291901
21 H -4.518969 1.272449 -0.088110
22 H -4.358620 -0.568399 -0.382951
23 H -4.908022 0.070908 1.161867
24 H -1.908379 -0.446453 -3.465897
25 H -0.461291 -1.523003 -3.532187
26 H -1.476460 -1.751280 -2.183356
27 H 1.951599 2.663152 0.885848
28 H 2.290351 1.016908 1.156723
29 H -2.849873 -0.444353 1.655453
30 H -2.483709 1.203336 1.315363
31 H 0.350740 1.878888 1.921242
32 H -0.703786 -0.782281 2.249364
33 H 0.569978 0.131323 -1.944112
34 H 0.232126 -1.677834 3.254439

Atoms 1-2, force components in eV/Å:
-2.474 -0.893 1.528
0.242 0.745 0.487

total charge = +1
LUMO energy = -3.73 eV
energy relative to the best compared isomer or geometry (same formula, charge and spin) = 60.60 kJ/mol

---

> Among the records above, which one has the lowest energy relative to the best compared isomer or geometry (same formula, charge and spin)?

C9H19N4O2